The following is a DFT calculation (ωB97M-V with the def2-TZVPD basis set) of 12 unconnected molecules or ions with the total composition C47H82O29S5 at a distorted geometry.

total energy	-163622.1973	eV
E_LUMO	-0.105	eV
SMILES	C[C@H]1COC(=O)O1.C[C@H]1COC(=O)O1.C[C@H]1COC(=O)O1.C[C@H]1COC(=O)O1.C[C@H]1COC(=O)O1.C[C@H]1COC(=O)O1.O=S1(=O)CCCC1.O=S1(=O)CCCC1.O=S1(=O)CCCC1.O=S1(=O)CCCC1.O=S1(=O)CCCC1.CC(C)=O

Geometry as XYZ:
```
163
Properties=species:S:1:pos:R:3:forces:R:3:lowdin_charge:R:1
C -2.26293 -3.49047 -6.83485 0.49 -0.11 -1.14 -0.02
C -0.78578 -3.34109 -6.53794 0.35 -0.18 0.73 -0.30
C -0.20043 -1.91833 -6.55950 -1.23 0.60 -0.39 -0.08
O 0.51518 -1.78444 -5.33314 0.32 0.18 -0.65 0.08
C 0.25590 -2.84015 -4.54997 -0.04 -0.38 -0.11 -0.57
O 0.69426 -2.99047 -3.45831 -0.10 0.05 0.51 0.16
O -0.56660 -3.70365 -5.16535 -0.01 -0.28 0.35 0.08
H -2.83740 -2.73210 -6.30899 -0.12 0.02 -0.15 0.09
H -2.67799 -4.48074 -6.65344 0.36 -0.05 0.56 0.09
H -2.35135 -3.42805 -7.92577 -0.32 0.59 0.09 0.09
H -0.14068 -4.00066 -7.12411 -0.32 -0.09 -0.15 0.16
H -0.99307 -1.16223 -6.55519 -0.13 -0.11 0.12 0.13
H 0.37590 -1.69078 -7.45329 0.59 -0.23 0.32 0.14
C -2.53654 3.34475 -3.67723 -0.39 0.35 0.32 0.00
C -1.55274 2.47239 -4.39942 -0.06 -0.50 -0.06 -0.31
C -1.18057 2.86087 -5.82173 -0.18 -0.94 -0.45 -0.07
O 0.23444 2.64447 -5.86234 0.52 0.05 -0.19 0.09
C 0.71215 2.38569 -4.63205 -0.49 0.90 0.21 -0.53
O 1.84530 2.17629 -4.32241 -0.65 0.01 -0.67 0.14
O -0.28365 2.46603 -3.73886 0.14 0.06 0.55 0.05
H -2.58495 3.05302 -2.62693 0.07 0.13 0.02 0.08
H -3.56184 3.28093 -4.04782 0.13 -0.41 -0.27 0.09
H -2.29711 4.40642 -3.75502 0.38 -0.09 0.15 0.10
H -1.82743 1.41018 -4.38290 -0.51 0.18 -0.03 0.15
H -1.49148 3.85395 -6.14109 0.49 0.21 0.24 0.14
H -1.59240 2.13061 -6.52122 -0.19 0.23 -0.07 0.13
C 2.65102 -0.31027 -2.55991 -0.69 -0.47 -0.27 -0.01
C 3.71281 0.17232 -3.50185 0.33 -0.16 -0.75 -0.27
C 4.10817 1.64715 -3.33921 -0.16 -0.36 -0.40 -0.11
O 5.48728 1.57714 -3.01271 0.33 0.33 -0.09 0.07
C 5.95850 0.30896 -3.14665 -0.06 0.24 0.67 -0.56
O 7.10768 0.01598 -3.04983 0.06 0.03 -0.09 0.16
O 4.95199 -0.55229 -3.31907 -0.01 0.32 0.40 0.08
H 2.99006 -0.32268 -1.52251 0.13 0.05 0.00 0.09
H 2.28563 -1.29398 -2.86219 0.32 -0.14 0.24 0.07
H 1.75632 0.31490 -2.63263 0.38 0.28 -0.02 0.06
H 3.52360 -0.06253 -4.55162 -0.80 0.26 0.15 0.16
H 3.49973 2.14461 -2.58425 0.50 -0.11 0.39 0.10
H 3.91815 2.20405 -4.25855 0.68 -0.12 0.15 0.12
C 1.72466 3.85394 -0.52035 0.04 0.01 0.66 0.00
C 1.42653 5.21893 -1.09555 0.57 -0.15 -0.95 -0.26
C 2.61926 6.09276 -1.55237 0.15 -0.76 1.20 -0.09
O 2.34232 6.37116 -2.90243 0.27 0.90 0.00 0.09
C 1.25507 5.70638 -3.31968 0.67 -0.99 -1.22 -0.57
O 0.91123 5.65908 -4.46373 -0.37 0.35 0.33 0.16
O 0.75259 4.94589 -2.35209 -0.54 0.46 0.84 0.08
H 2.16608 3.16880 -1.24359 -0.16 0.25 -0.35 0.08
H 0.77865 3.43524 -0.17727 0.12 -0.17 0.15 0.07
H 2.44321 3.84843 0.30303 -0.17 0.38 0.12 0.09
H 0.78719 5.86235 -0.49195 -0.31 -0.42 0.18 0.13
H 3.57984 5.58591 -1.42665 -0.07 -0.20 -0.46 0.14
H 2.69468 6.97327 -0.91230 -0.20 0.35 -0.49 0.13
C 5.23809 -2.73551 0.77043 0.27 -0.45 0.41 -0.01
C 4.75187 -3.77231 -0.22275 0.08 0.48 -0.35 -0.29
C 3.26442 -3.66152 -0.60613 0.42 -0.13 0.27 -0.09
O 3.25353 -3.54668 -2.02685 -0.39 -0.46 0.33 0.05
C 4.51239 -3.51971 -2.49351 0.60 1.38 -0.43 -0.57
O 4.81877 -3.28539 -3.61939 -0.34 -0.86 0.01 0.16
O 5.39658 -3.60111 -1.48691 0.43 -0.34 0.16 0.10
H 4.83218 -3.02361 1.74507 -0.17 0.29 0.05 0.08
H 4.99819 -1.70130 0.52477 -0.30 -0.10 -0.18 0.08
H 6.32035 -2.78783 0.89909 0.02 -0.11 -0.21 0.10
H 4.99986 -4.77119 0.13951 -0.02 -0.01 0.01 0.15
H 2.81748 -2.76573 -0.17166 -0.16 -0.04 -0.01 0.12
H 2.74286 -4.56659 -0.30024 -0.09 0.22 -0.15 0.10
C -4.10564 -2.90582 -0.86590 1.06 -0.41 0.99 -0.01
C -5.11024 -2.19545 0.02516 -0.50 0.04 -0.83 -0.27
C -5.04867 -0.66650 -0.09471 0.84 -0.82 -0.10 -0.10
O -6.40446 -0.26855 -0.20851 0.54 0.22 0.23 0.08
C -7.15351 -1.34382 -0.52349 -0.51 0.09 0.11 -0.57
O -8.31943 -1.25556 -0.73626 -0.10 -0.36 -0.21 0.16
O -6.41865 -2.47301 -0.53643 -0.30 0.36 0.10 0.08
H -3.85817 -2.32653 -1.75405 -0.30 -0.04 -0.13 0.08
H -4.38166 -3.92591 -1.13098 -0.51 0.17 -0.10 0.09
H -3.16386 -3.06989 -0.32735 -0.03 0.33 0.09 0.06
H -5.16440 -2.48915 1.07480 0.41 -0.32 -0.12 0.16
H -4.48390 -0.44802 -1.00524 -0.24 0.49 -0.02 0.12
H -4.52901 -0.23226 0.75355 -0.25 0.31 0.03 0.10
C -1.59294 -6.17754 -0.12694 -0.55 0.75 1.04 -0.01
C -1.03411 -5.00590 0.67917 -0.17 0.14 -1.77 -0.47
O -1.76433 -4.36548 1.39497 0.21 0.16 0.49 0.05
C 0.39005 -4.56830 0.33264 -0.62 0.05 1.30 -0.02
H -1.95918 -5.80379 -1.08607 0.78 -0.03 -0.34 0.09
H -2.54387 -6.43465 0.34428 0.32 -0.57 0.30 0.08
H -0.85279 -6.97032 -0.17104 -0.27 -0.25 -0.42 0.08
H 0.47100 -3.49931 0.52709 -0.07 0.05 -0.39 0.06
H 0.68527 -4.85439 -0.67231 -0.02 0.04 0.01 0.09
H 1.06397 -4.97891 1.09133 0.05 -0.47 -0.28 0.08
C -3.28110 1.70645 5.57839 0.03 -0.18 -0.29 -0.21
C -4.52828 2.14361 4.78720 -0.30 -0.89 0.24 -0.20
C -4.51943 1.35456 3.47459 1.69 0.41 0.14 -0.22
S -3.99821 -0.31156 3.88859 0.07 0.83 0.40 0.66
O -3.13163 -0.82835 2.86018 0.24 -0.09 -0.04 -0.33
O -5.12163 -1.10052 4.28587 -0.55 -0.42 0.38 -0.31
C -3.02432 0.21387 5.36250 0.05 -0.53 -0.55 -0.19
H -3.45257 1.88834 6.63691 0.26 0.23 0.00 0.11
H -2.42870 2.28016 5.21368 0.11 -0.02 0.25 0.10
H -4.45475 3.20793 4.59164 -0.44 0.06 0.08 0.09
H -5.37647 1.87947 5.42049 -0.36 0.37 -0.32 0.12
H -3.59340 1.69040 2.98900 -0.24 0.04 -0.48 0.07
H -5.32270 1.41733 2.74759 -0.31 -0.19 0.32 0.12
H -1.99135 -0.03561 5.12306 0.03 0.17 -0.04 0.09
H -3.31046 -0.41290 6.20495 -0.31 0.01 -0.10 0.10
C -1.44676 5.42835 2.86393 -0.08 0.17 -0.20 -0.18
C -2.60053 4.38071 2.91408 0.45 0.53 0.47 -0.22
C -3.18277 4.24457 1.52576 0.31 0.73 -0.86 -0.22
S -3.21528 5.95436 0.88394 -1.06 -0.54 0.07 0.68
O -4.37736 6.62268 1.44543 0.91 -0.14 0.05 -0.32
O -3.05188 5.98394 -0.55242 0.24 -0.06 0.38 -0.33
C -1.69323 6.43172 1.72108 0.32 0.08 -0.26 -0.22
H -0.49753 4.91728 2.70421 -0.01 0.00 -0.13 0.10
H -1.34641 5.98102 3.79619 -0.15 -0.21 0.14 0.11
H -3.31875 4.76107 3.64015 -0.33 -0.14 -0.22 0.11
H -2.19564 3.44744 3.30202 -0.09 -0.11 -0.15 0.09
H -4.16986 3.80756 1.39799 -0.10 0.11 0.27 0.11
H -2.52054 3.74384 0.81739 0.13 -0.23 0.26 0.08
H -1.76576 7.48184 1.99868 -0.23 -0.09 0.25 0.11
H -0.89309 6.37791 0.98398 -0.18 -0.09 -0.18 0.07
C -0.22633 -1.34286 -0.75194 0.04 -0.18 -0.24 -0.21
C -0.69028 -0.23278 -1.70414 -0.80 -0.34 0.37 -0.20
C -0.38886 1.07664 -0.99494 1.17 0.18 0.49 -0.22
S -1.00921 0.80487 0.68710 0.03 -0.58 -0.56 0.71
O -2.40609 1.20146 0.65661 0.13 -0.11 0.21 -0.33
O -0.16043 1.34849 1.73595 -0.51 0.27 -0.49 -0.34
C -0.76629 -0.99863 0.63294 0.07 -0.19 0.90 -0.21
H 0.85814 -1.45828 -0.70376 0.02 0.36 -0.15 0.09
H -0.59704 -2.29174 -1.13886 -0.14 -0.04 0.21 0.10
H -1.77544 -0.38398 -1.75824 -0.10 0.32 -0.21 0.11
H -0.30969 -0.37105 -2.71394 0.31 0.35 0.09 0.10
H -0.71244 2.04060 -1.37736 -0.59 -0.24 -0.12 0.09
H 0.69598 1.19044 -0.89908 0.04 -0.20 0.09 0.09
H -1.64708 -1.54694 0.96888 -0.37 0.36 -0.39 0.08
H -0.04652 -1.18471 1.43170 0.19 0.15 -0.19 0.07
C 3.53737 2.13400 3.87312 0.03 1.30 -1.44 -0.21
C 3.96065 0.77027 4.35557 0.58 -0.42 0.40 -0.22
C 4.25596 -0.07664 3.11497 -1.30 -0.07 -0.52 -0.19
S 3.21479 0.59390 1.72748 1.10 -0.47 1.39 0.68
O 2.22298 -0.40504 1.36308 0.17 0.28 -0.20 -0.35
O 4.10768 1.11419 0.71050 -0.58 0.11 0.07 -0.33
C 2.49508 1.89356 2.76481 -0.23 -1.62 0.22 -0.23
H 4.39015 2.63296 3.40009 0.11 0.09 0.23 0.12
H 3.12289 2.83003 4.60086 0.06 -0.25 0.27 0.12
H 3.22803 0.29456 5.01101 -0.30 -0.02 -0.41 0.10
H 4.85706 0.77431 4.97934 0.06 0.38 -0.10 0.12
H 3.86587 -1.07885 3.27945 0.47 -0.18 -0.18 0.07
H 5.27573 -0.04344 2.74300 0.07 -0.08 0.17 0.11
H 1.70838 1.30447 3.24411 -0.39 0.32 -0.21 0.09
H 2.04153 2.62702 2.10625 0.28 0.43 0.37 0.07
C 0.22225 -4.16696 5.35395 -0.22 -0.38 1.11 -0.22
C 0.35443 -4.25567 3.83723 0.53 0.44 0.34 -0.21
C 1.61127 -3.41584 3.47496 -0.67 -0.34 0.34 -0.19
S 2.73543 -3.54695 4.93284 -0.20 1.14 -1.45 0.69
O 2.95219 -2.18404 5.41658 -0.06 -1.04 0.04 -0.34
O 3.86584 -4.36550 4.55023 -0.25 0.17 0.45 -0.33
C 1.58962 -4.41762 6.00145 0.49 -0.44 -0.37 -0.22
H -0.50357 -4.91519 5.67818 0.12 -0.02 0.18 0.12
H -0.18154 -3.21421 5.69976 0.11 0.18 -0.29 0.12
H -0.58945 -3.89252 3.43569 0.30 0.16 -0.50 0.10
H 0.45459 -5.30003 3.53726 0.15 -0.01 0.00 0.12
H 1.31980 -2.37625 3.32827 0.26 0.12 0.21 0.09
H 2.16738 -3.74072 2.59919 0.05 -0.13 0.07 0.08
H 1.83221 -4.10227 7.01475 -0.55 0.28 0.02 0.11
H 1.86885 -5.47096 5.93764 -0.01 -0.01 -0.15 0.11
```
Positions in Å, forces in eV/Å.